<one>
19
Properties=species:S:1:pos:R:3 method="wB97M-V/def2-TZVPD" orbital_gap_ev=10.19 e_lumo_ev=1.0 smiles=C[C@@]12OC[C@@H]3OC[C@@H]1[C@H]32
C 2.20 -0.85 0.00
C 0.87 -0.21 -0.09
O 1.11 1.18 -0.49
C 0.10 2.08 0.05
C -0.97 0.95 0.07
O -2.32 0.43 0.21
C -2.03 -0.79 -0.46
C -0.47 -1.15 -0.09
C -0.22 -0.12 0.93
H 2.13 -1.85 0.48
H 2.84 -0.23 0.62
H 2.64 -1.03 -0.98
H -0.02 2.84 -0.72
H 0.40 2.51 1.02
H -0.89 0.79 -1.02
H -2.70 -1.53 -0.04
H -2.17 -0.75 -1.53
H -0.23 -2.19 0.02
H -0.28 -0.08 2.01

=====

<two>
19
Properties=species:S:1:pos:R:3 method="wB97M-V/def2-TZVPD" orbital_gap_ev=7.88 e_lumo_ev=-0.5
C -2.44 -0.03 0.34
C 2.14 0.55 -1.74
C 0.21 -0.92 1.15
C 1.12 0.27 -0.71
C -0.26 0.83 -0.99
C 1.30 -0.52 0.40
C -0.18 -1.15 2.38
O -1.13 -0.35 -0.05
O -0.71 1.04 -2.12
H -0.31 1.68 -0.24
H 2.23 -1.05 0.54
H -2.95 0.43 -0.52
H -2.44 0.67 1.19
H -2.97 -0.94 0.62
H 1.72 0.27 -2.71
H 3.07 0.02 -1.56
H 2.30 1.62 -1.80
H 0.47 -0.90 3.21
H -1.16 -1.53 2.61

=====

Most stable: <two>

=====

<one>
19
Properties=species:S:1:pos:R:3 method="wB97M-V/def2-TZVPD" orbital_gap_ev=7.73 e_lumo_ev=0.7
C 0.17 0.05 -0.63
C -1.61 -2.50 -0.23
C -1.58 -1.33 0.73
C -0.35 0.45 0.57
C 1.19 1.92 -0.56
C -0.72 1.21 1.56
C 2.47 1.86 -0.88
O 1.12 -0.90 -0.73
O -2.23 -1.31 1.73
H 1.86 -0.76 -0.13
H -0.45 0.12 -1.52
H 0.68 2.87 -0.39
H -2.08 -2.18 -1.16
H -2.17 -3.34 0.19
H -0.59 -2.83 -0.46
H -1.48 0.83 2.24
H -0.28 2.18 1.75
H 2.96 0.91 -1.09
H 3.10 2.74 -1.00

=====

<two>
19
Properties=species:S:1:pos:R:3 method="wB97M-V/def2-TZVPD" orbital_gap_ev=10.19 e_lumo_ev=0.7 smiles="C=C(CC=O)[C@@]1(C)CO1"
C -0.99 -1.08 -1.20
C -0.46 -0.30 -0.25
C -1.22 -0.34 1.06
C -0.95 -1.63 1.90
O -1.24 -1.74 3.07
C 0.63 0.73 -0.32
C 2.04 0.32 -0.10
C 0.33 1.87 -1.21
O 0.36 2.02 0.17
H -0.64 -0.97 -2.23
H -1.75 -1.84 -0.95
H -0.95 0.60 1.62
H -2.30 -0.42 0.83
H -0.51 -2.43 1.28
H 2.66 1.28 -0.01
H 2.17 -0.30 0.75
H 2.34 -0.23 -0.99
H -0.65 2.12 -1.62
H 1.14 2.32 -1.79

=====

Most stable: <two>

=====

<one>
17
Properties=species:S:1:pos:R:3 method="wB97M-V/def2-TZVPD" orbital_gap_ev=9.79 e_lumo_ev=-0.9
H -1.22 -1.47 -0.22
N -1.92 -0.63 0.32
C -1.22 0.35 0.00
O -0.05 -0.37 -0.85
C -0.80 1.52 0.86
O -1.36 1.75 1.91
C 0.40 2.21 0.44
C 1.42 2.64 -0.07
C 2.63 2.82 -0.86
O 2.76 1.77 -1.79
C 3.94 1.87 -2.56
H 0.61 0.31 -1.06
H 3.50 2.85 -0.17
H 2.58 3.80 -1.37
H 3.94 1.02 -3.25
H 3.95 2.80 -3.14
H 4.84 1.83 -1.92

=====

<two>
17
Properties=species:S:1:pos:R:3 method="wB97M-V/def2-TZVPD" orbital_gap_ev=11.04 e_lumo_ev=0.5
H -3.55 -1.79 -0.18
N -3.22 -1.07 0.63
C -2.92 -0.08 -0.08
O -3.14 -0.46 -1.50
C -2.11 1.16 0.21
C -0.67 0.95 0.20
C 0.53 0.82 0.18
C 1.96 0.62 0.20
O 2.79 1.50 0.15
O 2.25 -0.67 0.31
C 3.62 -1.05 0.31
H -2.60 0.11 -2.06
H -2.42 1.54 1.20
H -2.38 1.93 -0.53
H 3.63 -2.14 0.40
H 4.10 -0.75 -0.62
H 4.14 -0.60 1.17

=====

Most stable: <two>

=====

<one>
21
Properties=species:S:1:pos:R:3 method="wB97M-V/def2-TZVPD" orbital_gap_ev=8.01 e_lumo_ev=-4.3 charge=+1 smiles="C=N/C=C(/N)NC(=[NH2+])C(N)=O"
C 0.39 2.15 0.35
N 1.52 1.66 0.48
C 1.96 0.38 0.68
C 1.63 -0.65 -0.13
N 2.28 -1.89 -0.33
N 0.48 -0.41 -0.90
C -0.77 -0.13 -0.53
N -1.64 0.13 -1.46
C -1.24 -0.32 0.93
N -2.57 -0.56 1.06
O -0.40 -0.33 1.75
H 0.36 3.27 0.20
H -0.67 1.74 0.48
H 2.91 0.51 1.19
H 2.68 -2.31 0.46
H 2.91 -1.75 -1.10
H 0.46 -0.73 -1.94
H -1.56 0.37 -2.37
H -2.56 0.33 -1.13
H -3.22 -0.64 0.31
H -2.96 -0.79 2.02

=====

<two>
21
Properties=species:S:1:pos:R:3 method="wB97M-V/def2-TZVPD" orbital_gap_ev=8.21 e_lumo_ev=-3.2 charge=+1
C 1.58 0.66 -1.11
C 0.74 -0.01 -1.91
C 1.67 0.30 0.36
C -1.62 1.06 0.67
C -0.52 -0.75 0.13
N -0.18 -0.81 -1.24
N 0.78 -0.56 0.78
N 2.63 0.93 0.97
N -2.85 0.67 0.39
N -1.36 -1.87 0.48
O -1.00 2.03 1.01
H 2.07 1.56 -1.44
H 0.72 0.27 -3.02
H -0.71 -1.42 -1.87
H 0.90 -0.89 1.73
H 3.20 1.60 0.40
H 3.06 0.75 1.90
H -3.16 -0.02 -0.22
H -3.59 1.39 0.64
H -1.15 -2.70 -0.05
H -1.22 -2.18 1.41

=====

Most stable: <two>

=====

<one>
15
Properties=species:S:1:pos:R:3 method="wB97M-V/def2-TZVPD" orbital_gap_ev=9.93 e_lumo_ev=-3.9 charge=+1 smiles=CC1([NH3+])CC1
C 0.39 0.83 1.39
C 0.10 -0.10 0.21
N -0.30 -1.48 0.48
C -0.78 0.63 -1.26
C 0.72 0.27 -1.14
H 0.81 0.21 2.15
H -0.68 1.05 1.73
H 0.95 1.67 1.07
H 0.61 -1.96 0.92
H -0.64 -1.83 -0.39
H -1.08 -1.65 1.07
H -1.06 1.66 -1.29
H -1.33 0.05 -2.04
H 0.93 -0.55 -1.77
H 1.37 1.19 -1.14

=====

<two>
15
Properties=species:S:1:pos:R:3 method="wB97M-V/def2-TZVPD" orbital_gap_ev=8.19 e_lumo_ev=-5.3 charge=+1
C -0.74 1.33 1.23
C 0.01 1.75 2.24
H -1.25 0.37 1.24
H -1.01 2.00 0.41
H 0.52 0.97 2.82
H 0.36 2.76 2.39
C 1.07 -1.56 -0.43
C -0.38 -0.07 -1.69
N -0.09 -1.24 -1.30
H 1.26 -0.69 0.19
H 0.78 -2.41 0.18
H 1.96 -1.74 -1.02
H 0.31 0.73 -1.43
H -1.34 0.07 -2.17
H -0.60 -2.03 -1.67

=====

Most stable: <two>

=====

<one>
15
Properties=species:S:1:pos:R:3 method="wB97M-V/def2-TZVPD" orbital_gap_ev=10.92 e_lumo_ev=-3.8 charge=+1 smiles="CC/C=C/[NH3+]"
C -1.37 0.95 1.41
C 0.14 1.03 1.02
C 0.37 0.49 -0.37
C 0.74 -0.78 -0.46
N 0.74 -1.51 -1.75
H -1.93 1.68 0.82
H -1.72 -0.06 1.24
H -1.37 1.21 2.46
H 0.43 2.08 1.11
H 0.84 0.49 1.66
H -0.01 1.05 -1.22
H 0.89 -1.48 0.36
H -0.22 -1.75 -2.04
H 1.22 -2.41 -1.77
H 1.25 -0.98 -2.45

=====

<two>
15
Properties=species:S:1:pos:R:3 method="wB97M-V/def2-TZVPD" orbital_gap_ev=6.76 e_lumo_ev=-7.5 charge=+1
C 0.51 1.46 0.45
C -0.25 0.71 -0.60
C 0.37 -0.32 -1.40
C 0.59 -1.58 -0.96
N -1.08 -0.68 1.38
H 1.18 0.96 1.13
H -0.17 2.02 1.12
H -0.92 1.32 -1.20
H -0.94 -0.20 0.44
H 0.42 -0.09 -2.47
H 1.04 -2.20 -1.75
H 0.46 -1.95 0.05
H -0.33 -0.80 2.03
H 1.08 2.28 -0.01
H -1.97 -0.92 1.77

=====

<three>
15
Properties=species:S:1:pos:R:3 method="wB97M-V/def2-TZVPD" orbital_gap_ev=9.37 e_lumo_ev=-5.6 charge=+1
C -2.42 -0.24 -0.01
C -1.58 0.72 -0.01
C 1.48 1.07 0.18
C 0.77 -1.28 0.05
N 0.63 0.07 -0.43
H -3.46 -0.03 0.20
H -2.20 -1.28 -0.21
H -1.35 1.75 0.13
H 1.28 1.12 1.25
H 2.53 0.81 0.03
H 1.30 2.04 -0.27
H 0.77 -1.29 1.14
H -0.05 -1.90 -0.32
H 1.71 -1.72 -0.30
H 0.59 0.14 -1.44

=====

Most stable: <one>

=====

<one>
48
Properties=species:S:1:pos:R:3 method="wB97M-V/def2-TZVPD" orbital_gap_ev="6.52 / 5.90" spin_multiplicity=4 s_squared=3.787 e_lumo_ev="-6.9 / -7.8" charge=+2
Tc 0.45 0.18 -0.82
N -3.43 0.00 0.86
C -2.48 -0.22 0.03
N -1.34 0.39 0.28
C -1.12 1.21 1.35
N 0.06 1.63 1.66
N 1.06 1.25 0.79
C 2.29 1.55 0.93
C 3.20 1.07 -0.10
C 4.51 1.35 -0.12
C 5.29 0.91 -1.18
C 4.71 0.06 -2.17
C 3.30 -0.19 -2.08
N 2.56 0.30 -1.10
C -2.21 1.50 2.26
C -2.20 2.26 3.38
C -3.39 2.49 4.09
C -4.56 1.80 3.76
C -4.58 0.88 2.67
C -3.42 0.84 1.96
H -4.22 -0.60 0.65
H -2.51 -0.92 -0.83
H 2.71 2.10 1.76
H 4.99 2.01 0.64
H 6.36 1.24 -1.27
H 5.33 -0.27 -3.01
H 2.77 -0.77 -2.85
H -1.26 2.70 3.73
H -3.42 3.25 4.89
H -5.44 1.98 4.39
H -5.50 0.39 2.37
I -2.93 2.21 -3.11
C -1.39 3.27 -2.26
I 0.49 2.27 -2.59
H -1.51 3.34 -1.20
H -1.27 4.28 -2.70
Br 0.11 -6.36 -3.11
C 0.54 -4.90 -2.06
C 1.14 -4.97 -0.77
Br 1.60 -6.70 -0.16
C 1.25 -3.90 0.05
Br 1.99 -3.94 1.74
C 0.80 -2.60 -0.37
O 0.80 -1.50 0.29
C 0.32 -2.53 -1.77
O 0.10 -1.29 -2.20
C 0.09 -3.67 -2.51
Br -0.65 -3.36 -4.23

=====

<two>
48
Properties=species:S:1:pos:R:3 method="wB97M-V/def2-TZVPD" orbital_gap_ev="6.95 / 5.83" spin_multiplicity=4 s_squared=3.789 e_lumo_ev="-6.7 / -8.1" charge=+2
Tc 0.73 0.06 0.82
N -3.03 1.90 -0.58
C -1.85 1.73 0.00
N -1.29 0.55 0.25
C -2.03 -0.59 -0.13
N -1.51 -1.77 -0.05
N -0.20 -1.72 0.38
C 0.46 -2.80 0.36
C 1.80 -2.68 0.90
C 2.59 -3.78 1.14
C 3.88 -3.63 1.59
C 4.33 -2.34 1.74
C 3.48 -1.25 1.51
N 2.25 -1.41 1.06
C -3.37 -0.40 -0.73
C -4.16 -1.44 -1.25
C -5.41 -1.27 -1.84
C -5.75 0.06 -2.13
C -4.96 1.10 -1.75
C -3.81 0.85 -1.04
H -3.44 2.82 -0.68
H -1.30 2.69 0.11
H -0.03 -3.73 0.06
H 2.17 -4.79 1.02
H 4.44 -4.52 1.79
H 5.29 -2.19 2.16
H 3.83 -0.23 1.71
H -3.84 -2.46 -1.12
H -6.03 -2.06 -2.28
H -6.64 0.21 -2.69
H -5.22 2.08 -2.14
I -2.09 2.46 3.62
C -1.68 0.53 4.28
I 0.21 -0.26 3.53
H -2.38 -0.22 4.01
H -1.54 0.58 5.40
Br 5.10 4.80 -1.97
C 3.87 3.42 -1.68
C 3.62 2.50 -2.82
Br 4.48 2.78 -4.50
C 2.74 1.48 -2.67
Br 2.27 0.13 -3.90
C 2.08 1.26 -1.43
O 1.37 0.16 -1.15
C 2.30 2.15 -0.31
O 1.68 1.81 0.81
C 3.15 3.21 -0.49
Br 3.43 4.21 1.08

=====

Most stable: <two>

=====

<one>
8
Properties=species:S:1:pos:R:3 method="wB97M-V/def2-TZVPD" orbital_gap_ev=7.47 e_lumo_ev=-1.5 smiles="S=PS.FP"
S -2.43 -1.19 -0.37
P -1.14 0.21 -0.65
S -2.07 2.04 -0.31
H -1.54 1.79 0.86
F 1.33 -0.87 -0.83
P 1.27 -1.00 0.70
H 0.55 0.19 1.00
H 2.52 -0.44 1.05

=====

<two>
8
Properties=species:S:1:pos:R:3 method="wB97M-V/def2-TZVPD" orbital_gap_ev=8.98 e_lumo_ev=-0.4 smiles="F[P@@](P)(=S)S"
F -0.80 0.02 1.72
P -0.38 -0.20 0.11
P 1.65 0.40 0.70
S -1.30 -1.83 -0.39
S -1.14 1.54 -0.84
H 2.12 0.33 -0.68
H 1.81 -1.14 0.90
H -1.96 0.87 -1.51

=====

<three>
8
Properties=species:S:1:pos:R:3 method="wB97M-V/def2-TZVPD" orbital_gap_ev=9.18 e_lumo_ev=-0.2 smiles="F[P@@](P)(=S)S"
F -0.66 -0.33 1.55
P -0.26 -0.33 -0.12
P 1.82 0.35 -0.05
S -0.95 -1.90 -1.08
S -1.25 1.55 -0.73
H 2.18 -0.98 0.10
H 1.47 0.71 1.34
H -2.34 0.93 -1.01

=====

Most stable: <three>